Computed, not measured: C18H20IrNO6STe as an isolated structure, with wB97M-V/def2-TZVPD.

```
48
Properties=species:S:1:pos:R:3:forces:R:3:lowdin_charge:R:1
Ir -0.2597 -0.4690 0.7280 0.06 0.05 0.07 1.11
Te -0.6643 -2.7638 1.9646 -0.02 0.01 -0.06 0.87
S -1.3600 -5.3092 -0.0670 0.07 -0.03 0.05 0.90
O -0.1082 0.6318 2.5517 0.04 -0.11 -0.04 -0.19
O 1.7392 -0.5879 0.9721 -0.04 0.02 -0.03 -0.22
O 3.6536 0.4529 0.4777 0.01 -0.01 -0.01 0.09
O -0.4019 -0.9557 -1.2358 -0.02 0.04 0.01 -0.19
O -1.3187 -0.0023 -3.0391 -0.02 -0.02 0.00 0.09
O -2.3209 -0.1119 0.6203 -0.01 -0.02 0.03 -0.15
N 0.2973 1.3665 -0.1715 0.04 -0.08 -0.10 -0.28
C -4.6233 -0.1622 0.3420 -0.03 0.00 0.00 -0.14
C -6.0025 1.6592 1.1112 0.00 0.00 0.00 -0.06
C -5.7696 -0.8619 -0.0313 0.02 0.01 0.00 -0.01
C 1.6763 1.1419 -0.6681 0.01 0.01 0.02 -0.07
C -3.2752 -0.7484 0.1478 0.02 -0.05 0.06 -0.32
C -3.1321 -2.0382 -0.5815 0.02 0.02 0.02 -0.03
C 0.2789 2.4116 0.8777 0.01 0.05 0.01 -0.12
C -0.4649 1.9725 2.1364 -0.02 0.02 0.04 -0.16
C 0.7643 -3.9936 -0.5356 0.06 0.01 0.03 -0.25
C -7.0227 -0.3058 0.1692 0.00 0.00 0.00 -0.06
C -4.7522 1.1019 0.9187 0.00 0.01 0.00 -0.01
C -7.1398 0.9541 0.7366 0.00 0.00 0.00 -0.07
C -0.8222 0.0692 -1.9400 0.05 0.01 -0.01 -0.62
C 0.6999 -5.0117 -1.5268 0.01 -0.03 0.00 -0.19
C 2.4656 0.2939 0.3306 -0.05 0.00 0.00 -0.61
C -0.6495 1.4689 -1.2929 -0.02 -0.01 0.00 -0.08
C -0.2804 -4.0331 0.3398 -0.08 0.02 0.00 -1.03
C -0.3908 -5.8133 -1.3866 -0.04 0.05 -0.03 -0.43
H -3.6780 -1.9880 -1.5245 -0.01 0.01 -0.02 0.11
H 1.3155 2.6324 1.1389 0.00 0.00 0.00 0.14
H -1.6201 1.7961 -0.9182 0.00 0.00 0.01 0.13
H 2.1889 2.0862 -0.8537 0.00 0.00 -0.01 0.14
H -0.6706 -6.6656 -1.9844 -0.01 0.01 -0.01 0.06
H -7.9077 -0.8567 -0.1190 0.00 0.00 0.00 0.11
H -6.0950 2.6414 1.5550 0.00 0.00 0.00 0.11
H 0.8357 0.5657 2.7836 -0.05 0.01 -0.01 0.12
H -5.6889 -1.8454 -0.4717 0.00 0.00 -0.01 0.11
H 1.4399 -5.1442 -2.3031 0.00 0.00 0.00 0.10
H 1.6184 0.5805 -1.6000 0.01 0.00 0.00 0.14
H -3.5695 -2.8321 0.0291 -0.01 0.01 -0.01 0.10
H -8.1191 1.3888 0.8888 0.00 0.00 0.00 0.11
H -1.5396 1.9208 1.9761 0.02 0.00 -0.02 0.11
H -0.2589 2.6643 2.9540 -0.02 0.02 -0.01 0.13
H -0.1629 3.3371 0.4982 0.00 -0.01 0.02 0.14
H -2.0927 -2.2731 -0.7753 0.00 0.00 0.01 0.04
H -3.8626 1.6409 1.2133 0.00 -0.01 0.00 0.10
H -0.3128 2.1707 -2.0596 0.01 0.00 0.01 0.14
H 1.5560 -3.2602 -0.4660 -0.01 0.00 0.00 0.10
```
Forces are in eV/Å.

The value obtained for the frontier orbital gap is 6.2 eV. The LUMO energy comes out at -0.8 eV. The calculation puts the total energy at -1974.66669 Eh. The value obtained for the energy above the lowest of the compared OMol25 structures with the same formula, charge and spin is 5.7 kcal per mole. The net charge is 0.

---

Computed, not measured: C49H51AsN8O3SSeY as an isolated structure, with wB97M-V/def2-TZVPD.

```
115
Properties=species:S:1:pos:R:3:forces:R:3:lowdin_charge:R:1
Y -0.0112 0.0802 1.0883 -0.12 0.06 -0.01 1.22
Se 1.3262 0.7977 -1.4850 0.05 0.01 -0.01 0.73
As 2.9415 -0.7072 1.7057 -0.01 -0.01 0.04 1.09
S -0.1904 -1.7653 3.4845 0.00 -0.07 -0.03 0.62
O -1.5686 1.4664 4.4287 -0.01 -0.01 0.01 0.11
O 0.8168 -2.3911 4.2868 0.00 0.01 0.00 -0.27
O -0.0943 -2.0921 2.0388 0.00 -0.05 0.00 -0.44
N 0.5364 -0.6949 -3.7804 0.01 -0.02 0.01 -0.01
N -1.2983 -1.3440 -0.3748 0.00 -0.02 -0.02 0.01
N -0.2337 -0.1654 3.4938 0.06 0.04 0.11 -0.17
N -1.0979 0.5507 -3.0335 0.04 -0.01 0.02 0.01
N -2.0937 1.0886 1.0211 0.05 -0.08 0.04 0.02
N -3.5336 -0.6349 0.0896 -0.01 0.01 0.03 0.17
N -1.7056 3.2733 2.0163 0.01 -0.02 -0.02 0.18
N 0.4846 2.4474 1.4725 -0.05 0.02 0.02 0.01
C -2.8635 -0.1856 -4.6890 0.00 -0.01 0.00 0.00
C -0.7142 3.6573 -3.1790 -0.01 0.00 -0.01 -0.25
C -1.5974 -0.1573 -4.1197 -0.01 0.01 0.00 -0.15
C -3.1443 -2.2549 -1.5811 0.00 0.02 0.02 0.00
C 4.7377 -1.1334 3.9517 0.02 0.02 0.01 -0.32
C -3.5629 -0.7167 5.0567 0.00 0.00 -0.01 0.02
C -2.4138 2.2483 1.7349 -0.01 0.04 0.03 -0.30
C 6.9729 -2.6626 4.6374 -0.01 0.00 0.00 -0.09
C -0.3694 3.4505 1.7452 0.00 -0.01 0.01 -0.31
C 2.8584 -0.4120 -4.6059 -0.01 0.00 -0.01 -0.19
C -2.6187 -1.3775 -0.6135 0.02 -0.02 -0.02 -0.32
C -0.9509 -3.1200 -1.9485 -0.02 0.01 0.01 -0.05
C 3.2246 -2.6199 1.5278 -0.03 -0.01 -0.03 -0.27
C 0.1856 0.1973 -2.8328 -0.02 0.01 -0.03 -0.62
C 3.5354 -0.3392 3.5491 -0.01 0.03 -0.04 -0.30
C -1.8012 -2.0524 4.1238 -0.01 0.05 -0.01 -0.22
C 4.5847 -2.3812 4.5525 -0.01 -0.01 0.00 -0.06
C -0.2956 4.2772 -1.8508 0.00 0.00 0.00 -0.11
C -5.9298 2.7065 3.0957 0.00 0.00 0.01 -0.06
C -1.8727 1.5518 -2.3016 -0.01 0.01 -0.01 -0.14
C 5.6943 -3.1394 4.8933 0.01 0.00 0.00 -0.07
C 2.2822 4.0376 1.3015 -0.01 -0.03 -0.01 -0.05
C 0.0790 4.7798 1.8102 0.01 0.01 0.00 0.01
C -4.3700 1.0590 1.5609 0.00 0.00 -0.01 -0.11
C -0.5611 -0.9511 -4.5939 0.01 0.01 -0.02 -0.15
C 1.7782 2.7630 1.2640 0.04 0.02 -0.01 -0.20
C 6.0244 -0.6581 3.7095 0.00 -0.01 0.01 -0.07
C -2.3141 -3.1115 -2.2566 0.00 0.00 -0.01 -0.04
C -3.8372 2.1978 2.1267 0.01 0.01 0.00 -0.11
C -1.3573 0.3076 4.1848 0.02 0.07 -0.04 -0.49
C -5.6972 0.7112 1.7336 0.01 0.00 0.01 0.00
C 2.5404 -0.1490 -6.0768 0.01 -0.01 0.00 -0.25
C -3.0478 -1.0496 -5.7523 0.00 0.00 0.01 -0.06
C -3.7659 -3.1246 4.8623 -0.01 0.00 0.00 -0.05
C -2.3027 -0.8182 4.4972 0.01 -0.03 -0.01 -0.13
C 2.8140 -1.3493 -6.9768 0.00 0.01 0.00 -0.10
C -4.2910 -1.8866 5.2293 0.00 0.00 0.01 -0.04
C 1.8539 -1.3188 -3.9033 0.00 0.02 0.00 -0.15
C -0.5041 -2.2286 -1.0079 0.01 -0.03 -0.05 -0.17
C -0.7435 -1.8180 -5.6638 -0.02 -0.01 0.00 0.01
C -2.0047 -1.8529 -6.2307 0.01 0.00 0.00 -0.06
C -3.2755 0.3957 0.8207 -0.04 0.00 -0.02 -0.29
C -2.0091 2.8525 -3.0857 0.01 0.00 -0.01 -0.17
C -2.4975 -3.2304 4.3052 0.01 0.00 0.00 -0.02
C 4.4540 -0.0589 0.6649 -0.02 -0.04 -0.04 -0.29
C 1.3978 5.0784 1.5819 -0.01 0.01 0.00 -0.04
C 7.1356 -1.4173 4.0481 0.00 0.01 0.00 -0.08
C -4.5977 3.0509 2.9032 0.01 -0.02 -0.01 0.01
C -6.4716 1.5554 2.5192 -0.01 0.00 0.00 -0.06
H 2.5373 -1.1399 -8.0097 0.00 0.00 0.00 0.08
H -4.0176 -1.1061 -6.2275 0.00 0.00 0.00 0.11
H -5.2828 -1.8406 5.6590 0.00 0.00 0.00 0.11
H 2.6783 -0.5468 4.1877 0.01 -0.01 0.02 0.05
H -6.5633 3.3400 3.7027 0.00 0.00 0.00 0.11
H -2.3841 2.6263 -4.0874 -0.01 0.00 0.00 0.11
H -7.5146 1.3219 2.6888 0.00 0.00 0.00 0.11
H 1.7097 -2.2561 -4.4404 0.00 0.00 0.00 0.12
H 3.8444 -0.8776 -4.5200 0.00 -0.01 0.00 0.12
H -1.3834 1.7125 -1.3445 0.01 0.00 -0.01 0.07
H -0.8538 4.4474 -3.9196 0.00 0.00 0.00 0.11
H 4.2679 -0.2789 -0.3861 0.01 0.01 0.00 0.01
H 2.9081 0.5269 -4.0504 0.00 0.00 0.00 0.09
H -4.3553 -4.0187 5.0147 0.00 0.00 0.00 0.11
H 4.2498 -2.8738 1.7916 0.00 0.00 0.01 0.04
H -1.0816 4.9274 -1.4598 0.00 0.00 0.00 0.08
H 0.0905 3.0217 -3.5638 0.00 0.00 0.00 0.09
H -2.7147 -3.7850 -3.0034 0.01 0.00 0.00 0.12
H 3.0327 -2.9015 0.4918 0.00 -0.01 0.01 0.03
H 2.2607 -2.2380 -6.6664 -0.01 -0.01 0.01 0.05
H 1.4991 0.1728 -6.1784 0.00 0.00 0.00 0.10
H 5.5607 -4.1038 5.3660 0.00 0.00 0.00 0.11
H 3.3330 4.2115 1.1209 0.00 0.00 0.00 0.11
H -3.6691 0.4329 -4.3175 0.00 0.00 0.00 0.12
H 2.1927 -1.5550 -2.8947 0.00 0.00 0.00 0.09
H 4.5706 1.0185 0.7792 0.01 0.00 0.01 0.02
H 3.1448 0.6934 -6.4174 0.00 0.00 0.00 0.11
H 3.8740 -1.6083 -6.9617 0.00 0.00 0.00 0.08
H -0.2626 -3.8056 -2.4219 0.00 0.00 0.00 0.11
H 0.5494 -2.2060 -0.7403 0.00 0.02 0.02 0.09
H 1.7453 6.1020 1.6274 0.00 0.00 0.00 0.12
H -2.1886 -2.5125 -7.0677 0.00 0.00 0.00 0.11
H 2.4409 1.9338 1.0456 0.00 -0.01 0.01 0.03
H 2.5306 -3.1501 2.1771 0.00 0.01 0.00 0.02
H 3.5869 -2.7529 4.7583 0.00 0.01 0.00 0.11
H -3.9541 0.2524 5.3373 0.00 0.00 0.00 0.13
H 8.1292 -1.0311 3.8607 0.00 0.00 0.00 0.10
H -4.1628 3.9372 3.3442 0.00 0.00 0.00 0.12
H 0.6076 4.8769 -1.9681 0.00 0.00 0.00 0.08
H 0.0564 -2.4367 -6.0442 0.01 0.00 0.00 0.10
H 3.7303 0.7347 3.5868 -0.02 0.00 0.00 0.08
H -4.2115 -2.2366 -1.7473 0.00 0.00 0.00 0.12
H 7.8379 -3.2538 4.9067 0.00 0.00 0.00 0.10
H -0.6521 5.5374 2.0499 0.01 0.00 0.00 0.12
H -2.0809 -4.1878 4.0242 0.00 0.00 0.00 0.13
H -2.8497 1.1094 -2.0963 0.00 0.00 0.00 0.12
H -0.0783 3.5157 -1.0993 0.00 0.00 0.00 0.02
H 6.1577 0.3236 3.2684 0.00 0.00 0.00 0.11
H -2.7787 3.4541 -2.5938 0.00 0.00 0.01 0.12
H -6.1035 -0.1819 1.2785 0.00 0.00 0.00 0.12
H 5.3675 -0.5574 0.9859 0.00 0.01 0.03 0.03
```
Forces are in eV/Å.

The value obtained for the frontier orbital gap is 7.5 eV. The LUMO energy comes out at -2.9 eV. The calculation puts the total energy at -7635.41762 Eh. The value obtained for the energy above the lowest of the compared OMol25 structures with the same formula, charge and spin is 0.0 kcal per mole. The net charge is +1.

---

Computed, not measured: a 2-piece molecular cluster, C2H4Cl2O overall at a distorted geometry, with wB97M-V/def2-TZVPD.

```
9
Properties=species:S:1:pos:R:3:forces:R:3:lowdin_charge:R:1
Cl 2.1380 -0.9038 0.5566 0.20 -0.21 0.02 0.60
Cl -1.9258 -0.3658 0.2697 -0.69 -0.13 0.29 0.65
O 0.2945 -1.1264 -1.3050 -0.83 -0.74 -0.36 -0.13
C -0.9539 0.8636 0.9188 0.23 0.25 -0.40 -0.46
C 1.2226 -0.3686 -0.8000 -0.38 0.91 1.07 -0.71
H -1.0982 1.8254 0.4645 0.04 0.14 -0.13 0.00
H 1.6245 0.4782 -1.3324 0.04 -0.12 -0.18 0.07
H -0.5511 -1.1985 -0.7396 1.18 0.10 -0.56 -0.02
H -0.7505 0.7959 1.9676 0.22 -0.20 0.24 0.00
```
Forces are in eV/Å.

The value obtained for the frontier orbital gap (alpha / beta) is 9.6 / 7.0 eV. The LUMO energy (alpha / beta) comes out at 0.7 / -0.4 eV. The calculation puts the total energy at -1074.08794 Eh. The value obtained for the energy above the lowest of the compared OMol25 structures with the same formula, charge and spin is 84.7 kcal per mole. The net charge is 0.

---

- net charge of number 2 (C49H51AsN8O3SSeY)?
  +1

---

- Which value of net charge does entry 3 give?
  0